Record 1
The following is a DFT calculation (ωB97M-V with the def2-TZVPD basis set) of an isolated molecule of C2H3F4NO2S in a non-equilibrium geometry.

CARTESIAN COORDINATES (ANGSTROEM)
C1 -0.014 1.245 -0.594
C2 0.028 -1.307 -0.477
N1 0.468 -0.012 -0.950
O1 2.974 1.097 -0.756
O2 2.878 -1.324 -0.628
F1 0.662 1.816 0.517
F2 -1.263 -1.421 -0.486
F3 0.452 -1.652 0.784
F4 2.104 0.082 1.317
S1 2.385 -0.068 -0.202
H1 -0.006 1.985 -1.490
H2 -1.051 0.970 -0.275
H3 0.514 -2.061 -1.265

The value obtained for the frontier orbital gap (spin up / spin down) is 7.377 / 7.320 eV. The calculation puts the energy above the lowest of the compared OMol25 structures with the same formula, charge and spin at 0.974 eV. The multiplicity is 3. The total charge is 0. As for the expectation value of S²: 2.01.


Record 2
The following is a DFT calculation (ωB97M-V with the def2-TZVPD basis set) of a structure of composition C2H3F9FeN4O17S7 in a non-equilibrium geometry.

CARTESIAN COORDINATES (ANGSTROEM)
Fe1 0.248 0.344 -0.566
C1 -2.569 -0.683 2.872
F1 -3.059 -0.592 4.081
F2 -2.186 -1.932 2.607
F3 -3.508 -0.360 1.973
S1 -1.066 0.476 2.643
O1 -1.489 1.834 2.907
O2 -0.065 0.078 3.602
O3 -0.625 0.292 1.230
N1 -0.158 -1.297 -1.358
S2 -1.476 -2.229 -1.370
O4 -1.399 -3.533 -0.784
O5 -2.308 -1.968 -2.509
F4 -2.257 -1.342 -0.276
S3 0.797 -2.424 -2.354
O6 0.089 -3.209 -3.326
O7 1.880 -2.979 -1.626
F5 1.421 -1.295 -3.283
N2 1.282 1.678 -1.457
S4 1.489 3.234 -1.644
O8 1.191 3.905 -2.896
O9 2.291 3.951 -0.691
F6 0.091 3.481 -0.839
S5 2.708 1.489 -2.477
O10 3.959 2.088 -2.084
O11 2.430 1.270 -3.864
F7 3.045 0.030 -1.940
N3 2.347 -1.535 2.737
S6 1.645 -2.802 2.167
O12 2.424 -3.997 1.923
O13 0.484 -2.602 1.354
F8 0.854 -3.170 3.561
S7 2.871 -1.122 1.223
O14 1.831 -0.458 0.425
O15 3.833 -1.923 0.543
F9 3.743 0.144 1.612
C2 -3.138 2.992 0.000
N4 -2.736 1.794 -0.755
O16 -3.587 1.093 -1.235
O17 -1.552 1.471 -0.757
H1 -2.780 3.899 -0.480
H2 -2.777 2.923 1.027
H3 -4.220 2.986 0.085

The value obtained for the frontier orbital gap (spin up / spin down) is 7.956 / 6.214 eV. The calculation puts the energy above the lowest of the compared OMol25 structures with the same formula, charge and spin at 4.251 eV. The multiplicity is 6. The total charge is -1. As for the expectation value of S²: 8.76.


Record 3
The following is a DFT calculation (ωB97M-V with the def2-TZVPD basis set) of a structure of composition C2H3FI2 in a non-equilibrium geometry.

CARTESIAN COORDINATES (ANGSTROEM)
C1 -0.660 0.006 -0.512
C2 0.469 0.026 0.582
F1 -0.294 -0.064 -1.787
I1 1.651 1.814 0.389
I2 1.590 -1.726 0.334
H1 -1.374 0.748 -0.556
H2 -1.261 -0.826 -0.149
H3 -0.122 0.022 1.698

The value obtained for the frontier orbital gap is 9.257 eV. The calculation puts the energy above the lowest of the compared OMol25 structures with the same formula, charge and spin at 0.504 eV. The total charge is 0.


Record 4
The following is a DFT calculation (ωB97M-V with the def2-TZVPD basis set) of a structure of composition C2H3FInO2P in a non-equilibrium geometry.

CARTESIAN COORDINATES (ANGSTROEM)
P1 -1.782 0.144 -2.653
F1 -0.311 1.429 -2.939
O1 -0.003 -1.219 -0.373
C1 0.095 -0.882 0.952
H1 0.839 -1.489 1.513
H2 -0.859 -0.998 1.516
C2 0.508 0.543 1.147
O2 0.570 1.306 0.187
In1 0.372 0.220 -1.522
H3 0.572 0.946 2.173

The value obtained for the frontier orbital gap (spin up / spin down) is 7.042 / 6.634 eV. The multiplicity is 2. The total charge is +1. As for the expectation value of S²: 0.76.


Record 5
The following is a DFT calculation (ωB97M-V with the def2-TZVPD basis set) of a cluster of 2 separate species, C2H3FN2O in total in a non-equilibrium geometry.

CARTESIAN COORDINATES (ANGSTROEM)
C1 0.395 -0.532 0.898
C2 -0.925 0.262 -0.552
N1 -0.564 -0.885 0.177
N2 0.782 0.758 0.777
O1 -0.004 1.323 0.061
F1 2.076 -0.483 -0.727
H1 0.901 -1.236 1.524
H2 -0.782 0.198 -1.652
H3 -1.879 0.594 -0.506

The value obtained for the frontier orbital gap (spin up / spin down) is 7.509 / 7.512 eV. The calculation puts the energy above the lowest of the compared OMol25 structures with the same formula, charge and spin at 4.623 eV. The total charge is 0.


Record 6
The following is a DFT calculation (ωB97M-V with the def2-TZVPD basis set) of an isolated molecule of C2H3FNOP in a non-equilibrium geometry.

CARTESIAN COORDINATES (ANGSTROEM)
C1 -0.413 -0.322 -0.330
C2 -1.371 0.751 0.292
N1 1.047 -0.134 -0.396
O1 -1.158 1.893 0.512
F1 3.398 0.002 0.166
P1 2.149 -0.869 0.489
H1 -0.664 -0.305 -1.333
H2 -2.338 0.296 0.480
H3 -0.650 -1.311 0.121

The value obtained for the frontier orbital gap is 9.470 eV. The calculation puts the energy above the lowest of the compared OMol25 structures with the same formula, charge and spin at 1.325 eV. Its SMILES is O=CC/N=P/F. The total charge is 0.


Record 7
The following is a DFT calculation (ωB97M-V with the def2-TZVPD basis set) of a cluster of 2 separate species, C2H3FNP in total in a non-equilibrium geometry.

CARTESIAN COORDINATES (ANGSTROEM)
C1 0.130 0.749 0.350
C2 0.873 1.724 0.774
N1 -0.273 -0.319 -0.042
F1 -1.693 -2.805 -1.274
P1 -0.173 -3.234 -0.868
H1 1.640 2.009 0.159
H2 0.578 2.286 1.579
H3 -1.082 -0.413 -0.677

The value obtained for the frontier orbital gap (spin up / spin down) is 7.244 / 7.254 eV. The calculation puts the energy above the lowest of the compared OMol25 structures with the same formula, charge and spin at 2.114 eV. The total charge is 0.


Record 8
The following is a DFT calculation (ωB97M-V with the def2-TZVPD basis set) of a cluster of 2 separate species, C2H3FNP in total in a non-equilibrium geometry.

CARTESIAN COORDINATES (ANGSTROEM)
C1 0.295 -0.255 0.704
C2 0.251 0.209 1.869
N1 0.643 -0.816 -0.313
F1 -0.161 0.161 -3.062
P1 -1.368 1.254 -2.990
H1 0.117 1.195 2.055
H2 0.195 -0.520 2.641
H3 0.029 -1.228 -0.904

The value obtained for the frontier orbital gap (spin up / spin down) is 7.365 / 7.383 eV. The calculation puts the energy above the lowest of the compared OMol25 structures with the same formula, charge and spin at 2.323 eV. The total charge is 0.


Record 9
The following is a DFT calculation (ωB97M-V with the def2-TZVPD basis set) of a cluster of 2 separate species, C2H3FO in total in a non-equilibrium geometry.

CARTESIAN COORDINATES (ANGSTROEM)
C1 1.861 -0.402 0.376
C2 -0.840 -0.519 -0.387
O1 2.751 -0.621 -0.384
F1 -1.471 -1.462 0.454
H1 1.827 -0.132 1.460
H2 -1.027 0.530 -0.013
H3 -0.897 -0.789 -1.520

The value obtained for the frontier orbital gap (spin up / spin down) is 8.718 / 9.181 eV. The calculation puts the energy above the lowest of the compared OMol25 structures with the same formula, charge and spin at 4.950 eV. The total charge is 0.


Record 10
The following is a DFT calculation (ωB97M-V with the def2-TZVPD basis set) of a structure of composition C2H3FO2PSc in a non-equilibrium geometry.

CARTESIAN COORDINATES (ANGSTROEM)
P1 -1.750 0.224 2.362
F1 0.035 0.601 3.135
O1 -0.024 1.081 -0.247
C1 0.280 0.436 -1.403
H1 -0.101 0.856 -2.342
H2 -2.461 0.274 1.125
C2 0.946 -0.744 -1.372
O2 1.175 -1.384 -0.210
Sc1 0.558 -0.160 1.247
H3 1.343 -1.185 -2.296

The value obtained for the frontier orbital gap (spin up / spin down) is 5.269 / 5.345 eV. The total charge is 0.


Record 11
The following is a DFT calculation (ωB97M-V with the def2-TZVPD basis set) of an isolated molecule of C2H3FO2S in a non-equilibrium geometry.

CARTESIAN COORDINATES (ANGSTROEM)
C1 -1.475 -0.315 -0.186
C2 -0.430 -0.182 0.599
O1 0.979 1.172 -1.603
O2 1.862 1.151 1.014
F1 2.042 -0.976 -0.198
S1 1.181 0.351 0.021
H1 -2.403 -0.633 0.120
H2 -1.404 -0.240 -1.351
H3 -0.351 -0.328 1.584

The value obtained for the frontier orbital gap (spin up / spin down) is 10.059 / 10.059 eV. The calculation puts the energy above the lowest of the compared OMol25 structures with the same formula, charge and spin at 3.906 eV. Its SMILES is C=CS(=O)(=O)F. The total charge is 0.


Record 12
The following is a DFT calculation (ωB97M-V with the def2-TZVPD basis set) of an isolated molecule of C2H3FO2S in a non-equilibrium geometry.

CARTESIAN COORDINATES (ANGSTROEM)
C1 -2.101 0.362 0.084
C2 1.748 -0.175 -0.067
O1 -2.818 1.215 0.522
O2 -0.939 0.264 0.557
F1 -2.455 -0.447 -0.898
S1 0.255 -1.032 -0.425
H1 1.621 0.528 0.709
H2 2.310 0.291 -0.906
H3 2.379 -1.005 0.424

The value obtained for the frontier orbital gap is 8.528 eV. The calculation puts the energy above the lowest of the compared OMol25 structures with the same formula, charge and spin at 1.170 eV. Its SMILES is CSOC(=O)F. The total charge is 0.


Record 13
The following is a DFT calculation (ωB97M-V with the def2-TZVPD basis set) of a structure of composition C2H3FO3Yb in a non-equilibrium geometry.

CARTESIAN COORDINATES (ANGSTROEM)
H1 2.581 -1.005 -0.127
O1 1.372 0.295 0.860
C1 1.601 -0.514 -0.016
C2 0.597 -0.733 -1.158
F1 0.308 -2.038 -1.252
H2 1.123 -0.482 -2.094
O2 -0.898 -0.232 -0.268
Yb1 -0.640 1.066 1.579
O3 -0.709 0.337 -1.536
H3 -1.503 0.705 -1.959

The value obtained for the frontier orbital gap (spin up / spin down) is 9.795 / 5.978 eV. The multiplicity is 2. The total charge is +3. As for the expectation value of S²: 0.76.


Record 14
The following is a DFT calculation (ωB97M-V with the def2-TZVPD basis set) of an isolated molecule of C2H3FOS in a non-equilibrium geometry.

CARTESIAN COORDINATES (ANGSTROEM)
C1 -0.246 0.366 0.605
C2 0.005 -0.154 -1.001
H1 0.622 -0.585 1.977
H2 1.153 0.045 -1.275
H3 -0.257 -1.311 -0.897
O1 0.358 -0.690 1.108
F1 -0.761 0.550 -1.874
S1 -0.874 1.779 1.357

The value obtained for the frontier orbital gap is 9.195 eV. The calculation puts the energy above the lowest of the compared OMol25 structures with the same formula, charge and spin at 1.918 eV. Its SMILES is OC(=S)CF. The total charge is 0.


Record 15
The following is a DFT calculation (ωB97M-V with the def2-TZVPD basis set) of a cluster of 2 separate species, C2H3FS in total in a non-equilibrium geometry.

CARTESIAN COORDINATES (ANGSTROEM)
C1 -0.846 1.873 -1.554
C2 -0.233 -0.060 0.025
F1 0.053 2.096 -2.458
S1 -2.162 2.620 -1.148
H1 0.668 -0.258 -0.551
H2 -1.172 -0.347 -0.407
H3 -0.146 0.235 1.131

The value obtained for the frontier orbital gap (spin up / spin down) is 8.375 / 8.109 eV. The calculation puts the energy above the lowest of the compared OMol25 structures with the same formula, charge and spin at 3.618 eV. The total charge is 0.


Record 16
The following is a DFT calculation (ωB97M-V with the def2-TZVPD basis set) of a structure of composition C2H3FeO in a non-equilibrium geometry.

CARTESIAN COORDINATES (ANGSTROEM)
H1 -0.915 0.500 -0.953
O1 -0.569 0.279 1.161
C1 -0.116 0.614 -0.028
C2 0.612 -0.245 -0.818
H2 1.067 0.169 -1.721
H3 1.051 -1.154 -0.395
Fe1 -1.130 -0.163 2.754

The value obtained for the frontier orbital gap (spin up / spin down) is 7.001 / 6.319 eV. The calculation puts the energy above the lowest of the compared OMol25 structures with the same formula, charge and spin at 2.071 eV. The multiplicity is 5. The total charge is +1. As for the expectation value of S²: 6.03.


Record 17
The following is a DFT calculation (ωB97M-V with the def2-TZVPD basis set) of a structure of composition C2H3GdO2P in a non-equilibrium geometry.

CARTESIAN COORDINATES (ANGSTROEM)
H1 0.771 -1.490 -2.429
O1 -0.900 0.314 -0.625
C1 0.377 0.158 -0.844
H2 0.913 0.991 -1.352
C2 0.935 -1.080 -1.424
O2 1.361 -1.855 -0.495
Gd1 -2.741 -0.588 0.364
P1 1.731 -0.448 0.580
H3 3.022 -0.141 0.075

The value obtained for the frontier orbital gap (spin up / spin down) is 7.185 / 7.193 eV. The calculation puts the energy above the lowest of the compared OMol25 structures with the same formula, charge and spin at 0.000 eV. The multiplicity is 8. The total charge is +3. As for the expectation value of S²: 15.78.


Record 18
The following is a DFT calculation (ωB97M-V with the def2-TZVPD basis set) of an isolated molecule of C2H3I2NO.

CARTESIAN COORDINATES (ANGSTROEM)
C1 -1.127 -0.041 0.261
C2 -0.137 -1.031 0.686
N1 -0.777 0.796 -0.747
O1 -2.215 -0.005 0.803
I1 1.726 -1.159 -0.127
I2 4.168 0.708 -0.241
H1 -0.284 -1.461 1.666
H2 0.105 0.739 -1.225
H3 -1.459 1.455 -1.077

The value obtained for the frontier orbital gap (spin up / spin down) is 7.716 / 6.573 eV. The calculation puts the energy above the lowest of the compared OMol25 structures with the same formula, charge and spin at 1.490 eV. The total charge is 0.


Record 19
The following is a DFT calculation (ωB97M-V with the def2-TZVPD basis set) of a structure of composition C2H3I3.

CARTESIAN COORDINATES (ANGSTROEM)
C1 -0.737 -0.311 0.023
C2 0.591 0.381 0.116
I1 -0.535 -2.442 0.303
I2 0.260 2.529 0.113
I3 1.938 -0.200 -1.469
H1 -1.406 0.041 0.809
H2 -1.211 -0.161 -0.946
H3 1.102 0.162 1.051

The value obtained for the frontier orbital gap is 8.952 eV. The calculation puts the energy above the lowest of the compared OMol25 structures with the same formula, charge and spin at 0.000 eV. The total charge is 0.


Record 20
The following is a DFT calculation (ωB97M-V with the def2-TZVPD basis set) of an isolated molecule of C2H3IN2 in a non-equilibrium geometry.

CARTESIAN COORDINATES (ANGSTROEM)
C1 -0.641 0.068 -0.482
C2 0.421 0.017 0.422
N1 -0.734 1.028 -1.344
N2 1.173 0.741 0.987
I1 0.840 -2.437 1.266
H1 -1.373 -0.795 -0.566
H2 -1.629 0.926 -1.832
H3 1.943 0.451 1.551

The value obtained for the frontier orbital gap is 7.811 eV. The calculation puts the energy above the lowest of the compared OMol25 structures with the same formula, charge and spin at 0.561 eV. Its SMILES is [H]/N=C(I)/C=N/[H]. The total charge is 0.